Entry 1:
DFT (wB97M-V/def2-TZVPD) results for a structure of composition C37H34MoN2O3PS2.

Cartesian coordinates (Å):
Mo1 -0.188 0.509 0.880
C1 0.328 1.238 4.010
C2 0.628 0.157 3.009
N1 -0.389 -0.627 2.635
N2 -0.208 -1.916 2.403
C3 -0.695 -2.445 1.341
S1 -1.483 -1.407 0.152
S2 -0.578 -4.141 1.047
C4 0.613 -4.634 2.364
C5 1.779 -5.366 1.785
C6 2.146 -6.617 2.258
C7 3.260 -7.254 1.737
C8 4.004 -6.650 0.738
C9 3.635 -5.404 0.257
C10 2.527 -4.765 0.779
C11 1.974 -0.428 2.887
C12 2.792 -0.774 3.954
C13 3.956 -1.488 3.729
C14 4.315 -1.846 2.437
C15 3.535 -1.483 1.355
C16 2.344 -0.780 1.568
O1 1.517 -0.480 0.578
H1 -0.656 1.677 3.817
H2 1.096 2.009 3.987
H3 0.304 0.799 5.009
H4 0.064 -5.235 3.085
H5 0.931 -3.699 2.824
H6 1.568 -7.090 3.039
H7 3.544 -8.225 2.110
H8 4.867 -7.152 0.330
H9 4.212 -4.934 -0.524
H10 2.227 -3.794 0.410
H11 2.497 -0.521 4.961
H12 4.578 -1.771 4.566
H13 5.215 -2.422 2.279
H14 3.825 -1.756 0.351
O2 1.130 2.487 1.385
C17 -0.079 2.492 1.289
C18 -1.089 3.517 1.176
C19 -1.264 4.648 1.968
C20 -2.377 5.443 1.749
C21 -3.281 5.123 0.745
C22 -3.079 4.024 -0.080
C23 -1.994 3.194 0.146
P1 -1.394 1.777 -0.893
C24 -0.669 2.799 -2.200
C25 0.707 3.000 -2.175
C26 1.299 3.781 -3.152
C27 0.522 4.348 -4.151
C28 -0.854 4.173 -4.152
C29 -1.458 3.406 -3.171
C30 -2.962 1.057 -1.426
C31 -3.225 0.617 -2.718
C32 -4.466 0.076 -3.011
C33 -5.442 -0.020 -2.030
C34 -5.171 0.401 -0.735
C35 -3.927 0.917 -0.427
H15 -0.550 4.882 2.743
H16 -2.526 6.324 2.354
H17 -4.152 5.744 0.597
H18 -3.773 3.818 -0.880
H19 1.306 2.512 -1.408
H20 2.368 3.931 -3.144
H21 0.990 4.919 -4.938
H22 -1.459 4.633 -4.918
H23 -2.529 3.261 -3.172
H24 -2.455 0.699 -3.472
H25 -4.675 -0.268 -4.013
H26 -6.413 -0.429 -2.270
H27 -5.931 0.329 0.028
H28 -3.694 1.225 0.591
C36 0.279 0.581 -4.667
C37 0.452 -0.428 -3.544
O3 -0.187 0.001 -2.331
H29 0.869 0.250 -5.518
H30 0.628 1.559 -4.355
H31 -0.763 0.658 -4.974
H32 1.524 -0.568 -3.346
H33 0.017 -1.387 -3.851
H34 -0.335 -0.791 -1.797

Output
- highest occupied orbital energy (spin up / spin down) (eV) = -10.7 / -10.6
- LUMO energy (spin up / spin down) (eV) = -4.28 / -4.82
- orbital gap (spin up / spin down) (eV) = 6.43 / 5.80
- charge = +1
- molar mass (g/mol) = 745.74
- 2S+1 = 1

Listed below, in e, are the Löwdin charges computed for each atom: number 1, Mo, carries 1.35; number 2, C, carries -0.02; number 3, C, carries -0.38; number 4, N, carries -0.11; number 5, N, carries -0.08; number 6, C, carries -1.03; number 7, S, carries 0.68; number 8, S, carries 0.98; number 9, C, carries -0.36; number 10, C, carries -0.31; number 11, C, carries -0.04; number 12, C, carries -0.07; number 13, C, carries -0.08; number 14, C, carries -0.08; number 15, C, carries -0.07; number 16, C, carries -0.14; number 17, C, carries -0.01; number 18, C, carries -0.07; number 19, C, carries -0.06; number 20, C, carries -0.01; number 21, C, carries -0.33; number 22, O, carries -0.21; number 23, H, carries 0.08; number 24, H, carries 0.09; number 25, H, carries 0.10; number 26, H, carries 0.09; number 27, H, carries 0.07; number 28, H, carries 0.11; number 29, H, carries 0.11; number 30, H, carries 0.10; number 31, H, carries 0.10; number 32, H, carries 0.09; number 33, H, carries 0.12; number 34, H, carries 0.11; number 35, H, carries 0.11; number 36, H, carries 0.12; number 37, O, carries 0.06; number 38, C, carries -0.48; number 39, C, carries -0.20; number 40, C, carries 0.01; number 41, C, carries -0.04; number 42, C, carries -0.04; number 43, C, carries -0.05; number 44, C, carries -0.27; number 45, P, carries 1.03; number 46, C, carries -0.34; number 47, C, carries -0.09; number 48, C, carries -0.07; number 49, C, carries -0.06; number 50, C, carries -0.06; number 51, C, carries -0.07; number 52, C, carries -0.40; number 53, C, carries -0.08; number 54, C, carries -0.05; number 55, C, carries -0.06; number 56, C, carries -0.06; number 57, C, carries -0.14; number 58, H, carries 0.13; number 59, H, carries 0.12; number 60, H, carries 0.12; number 61, H, carries 0.12; number 62, H, carries 0.11; number 63, H, carries 0.11; number 64, H, carries 0.11; number 65, H, carries 0.11; number 66, H, carries 0.11; number 67, H, carries 0.09; number 68, H, carries 0.11; number 69, H, carries 0.11; number 70, H, carries 0.11; number 71, H, carries 0.11; number 72, C, carries -0.06; number 73, C, carries -0.25; number 74, O, carries -0.22; number 75, H, carries 0.09; number 76, H, carries 0.05; number 77, H, carries 0.07; number 78, H, carries 0.12; number 79, H, carries 0.12; number 80, H, carries -0.02

---

Entry 2:
DFT (wB97M-V/def2-TZVPD) results for a structure of composition C15H26IO2P2SeTi.

Cartesian coordinates (Å):
C1 -0.054 -0.208 -6.295
C2 -0.047 0.810 -5.298
H1 -0.052 0.277 -7.287
H2 -0.970 -0.812 -6.172
H3 0.854 -0.824 -6.174
O1 -0.041 1.635 -4.483
I1 -0.053 -2.572 -2.263
Ti1 -0.052 -0.639 -0.557
P1 2.389 -0.239 -0.382
C3 3.034 1.041 0.733
C4 3.253 -1.744 0.181
H4 4.333 -1.546 0.184
H5 4.261 -0.060 -1.860
H6 3.036 -2.575 -0.498
H7 2.776 -0.565 -2.747
H8 2.660 0.890 1.754
H9 2.929 -2.011 1.194
C5 3.180 0.099 -1.978
H10 4.133 0.985 0.731
H11 2.993 1.138 -2.271
H12 2.713 2.031 0.385
P2 -2.489 -0.184 -0.399
C6 -3.117 1.159 0.652
C7 -3.269 0.119 -2.008
H13 -3.252 -2.485 -0.479
H14 -4.455 -1.400 0.289
H15 -3.011 -1.933 1.204
C8 -3.387 -1.647 0.215
H16 -2.866 -0.568 -2.759
H17 -4.351 -0.030 -1.891
H18 -4.213 1.072 0.714
H19 -2.846 2.126 0.208
H20 -3.072 1.150 -2.324
H21 -2.685 1.099 1.660
C9 -0.024 1.470 -0.394
O2 -0.011 2.578 -0.015
Se1 -0.056 -1.850 1.478
C10 0.058 -0.627 3.011
C11 -1.108 -0.097 3.571
C12 -1.003 0.851 4.596
C13 0.246 1.175 5.133
C14 1.407 0.580 4.623
C15 1.311 -0.352 3.586
H22 -2.074 -0.438 3.210
H23 -1.910 1.319 4.985
H24 0.319 1.873 5.969
H25 2.390 0.816 5.037
H26 2.191 -0.890 3.228

Output
- highest occupied orbital energy (spin up / spin down) (eV) = -13.3 / -13.6
- LUMO energy (spin up / spin down) (eV) = -8.09 / -8.09
- orbital gap (spin up / spin down) (eV) = 5.20 / 5.51
- charge = +2
- molar mass (g/mol) = 554.05
- expectation value of S² = 0.77
- 2S+1 = 2

Listed below, in e, are the Löwdin charges computed for each atom: number 1, C, carries 0.08; number 2, C, carries 0.06; number 3, H, carries 0.16; number 4, H, carries 0.15; number 5, H, carries 0.15; number 6, O, carries 0.36; number 7, I, carries 0.32; number 8, Ti, carries -0.33; number 9, P, carries 0.69; number 10, C, carries -0.22; number 11, C, carries -0.25; number 12, H, carries 0.07; number 13, H, carries 0.07; number 14, H, carries 0.05; number 15, H, carries 0.02; number 16, H, carries 0.04; number 17, H, carries 0.02; number 18, C, carries -0.25; number 19, H, carries 0.07; number 20, H, carries 0.05; number 21, H, carries 0.05; number 22, P, carries 0.70; number 23, C, carries -0.22; number 24, C, carries -0.25; number 25, H, carries 0.06; number 26, H, carries 0.07; number 27, H, carries 0.02; number 28, C, carries -0.25; number 29, H, carries 0.02; number 30, H, carries 0.07; number 31, H, carries 0.07; number 32, H, carries 0.05; number 33, H, carries 0.05; number 34, H, carries 0.04; number 35, C, carries -0.18; number 36, O, carries 0.12; number 37, Se, carries 0.74; number 38, C, carries -0.55; number 39, C, carries -0.14; number 40, C, carries -0.06; number 41, C, carries -0.06; number 42, C, carries -0.06; number 43, C, carries -0.15; number 44, H, carries 0.09; number 45, H, carries 0.12; number 46, H, carries 0.12; number 47, H, carries 0.12; number 48, H, carries 0.10

---

Entry 3:
DFT (wB97M-V/def2-TZVPD) results for a structure of composition C17H33KN7O2S2.

Cartesian coordinates (Å):
K1 0.906 -0.328 1.409
N1 2.340 -1.526 3.526
C1 3.333 -0.446 3.608
C2 2.719 0.843 4.145
N2 1.626 1.387 3.331
C3 2.019 2.582 2.580
C4 3.116 2.389 1.543
N3 2.713 1.508 0.434
C5 0.391 1.649 4.085
C6 -0.892 1.457 3.281
N4 -1.212 0.035 3.083
H1 1.850 -1.609 4.411
H2 2.805 -2.415 3.380
H3 3.735 -0.279 2.604
H4 4.182 -0.697 4.254
H5 3.520 1.582 4.263
H6 2.349 0.647 5.155
H7 2.353 3.373 3.271
H8 1.130 2.973 2.074
H9 4.003 1.957 2.011
H10 3.403 3.388 1.198
H11 3.477 1.437 -0.228
H12 1.945 1.936 -0.082
H13 0.397 2.670 4.494
H14 0.356 0.974 4.941
H15 -0.797 1.921 2.295
H16 -1.695 2.001 3.789
H17 -1.979 -0.042 2.422
H18 -1.536 -0.369 3.955
O1 -1.589 0.664 -5.340
S1 -2.090 -0.114 -4.249
O2 -2.210 -1.544 -4.466
N5 -1.164 0.105 -2.897
C7 -1.848 0.688 -1.929
S2 -1.220 1.117 -0.423
C8 -3.272 0.975 -2.288
C9 -4.251 1.579 -1.520
C10 -5.513 1.744 -2.077
C11 -5.789 1.320 -3.374
C12 -4.807 0.719 -4.152
C13 -3.566 0.559 -3.575
H19 -4.022 1.914 -0.518
H20 -6.295 2.214 -1.496
H21 -6.779 1.466 -3.784
H22 -5.008 0.396 -5.165
N6 0.146 -2.419 -3.308
C14 1.588 -2.810 -3.373
C15 2.181 -2.748 -1.950
N7 1.478 -1.784 -1.120
C16 0.079 -2.163 -0.911
C17 -0.505 -2.957 -2.082
H23 -0.381 -2.693 -4.139
H24 0.013 -1.390 -3.246
H25 2.081 -2.116 -4.052
H26 1.639 -3.811 -3.799
H27 3.236 -2.486 -2.015
H28 2.125 -3.727 -1.471
H29 1.559 -0.850 -1.509
H30 -0.494 -1.245 -0.782
H31 -0.016 -2.768 -0.003
H32 -1.576 -2.806 -2.185
H33 -0.289 -4.024 -2.036

Output
- highest occupied orbital energy (eV) = -10.9
- LUMO energy (eV) = -2.30
- orbital gap (eV) = 8.64
- charge = +1
- molar mass (g/mol) = 470.73
- 2S+1 = 1

Listed below, in e, are the Löwdin charges computed for each atom: number 1, K, carries 0.66; number 2, N, carries -0.04; number 3, C, carries -0.26; number 4, C, carries -0.19; number 5, N, carries -0.23; number 6, C, carries -0.20; number 7, C, carries -0.25; number 8, N, carries -0.04; number 9, C, carries -0.19; number 10, C, carries -0.27; number 11, N, carries -0.05; number 12, H, carries 0.08; number 13, H, carries 0.08; number 14, H, carries 0.10; number 15, H, carries 0.12; number 16, H, carries 0.13; number 17, H, carries 0.12; number 18, H, carries 0.13; number 19, H, carries 0.12; number 20, H, carries 0.11; number 21, H, carries 0.12; number 22, H, carries 0.08; number 23, H, carries 0.06; number 24, H, carries 0.13; number 25, H, carries 0.12; number 26, H, carries 0.06; number 27, H, carries 0.12; number 28, H, carries 0.06; number 29, H, carries 0.08; number 30, O, carries -0.27; number 31, S, carries 0.66; number 32, O, carries -0.32; number 33, N, carries -0.13; number 34, C, carries -0.80; number 35, S, carries 0.65; number 36, C, carries -0.23; number 37, C, carries -0.02; number 38, C, carries -0.05; number 39, C, carries -0.05; number 40, C, carries -0.02; number 41, C, carries -0.23; number 42, H, carries 0.10; number 43, H, carries 0.11; number 44, H, carries 0.11; number 45, H, carries 0.13; number 46, N, carries 0.02; number 47, C, carries -0.08; number 48, C, carries -0.18; number 49, N, carries -0.08; number 50, C, carries -0.24; number 51, C, carries -0.09; number 52, H, carries 0.15; number 53, H, carries 0.11; number 54, H, carries 0.13; number 55, H, carries 0.13; number 56, H, carries 0.12; number 57, H, carries 0.12; number 58, H, carries 0.11; number 59, H, carries 0.01; number 60, H, carries 0.12; number 61, H, carries 0.13; number 62, H, carries 0.13

---

Entry 4:
DFT (wB97M-V/def2-TZVPD) results for a cluster of 6 separate species, C16H49N4O6 in total.

Cartesian coordinates (Å):
O1 0.629 0.051 -1.084
H1 0.638 0.993 -0.719
H2 1.414 -0.136 -1.669
H3 0.540 -0.579 -0.296
C1 0.014 3.401 -2.810
C2 -0.815 3.266 -1.531
C3 -2.153 2.646 -1.795
O2 -2.996 2.897 -0.699
C4 -4.354 2.552 -0.920
N1 -0.002 2.699 -0.470
H4 1.022 3.816 -2.694
H5 -0.459 3.995 -3.589
H6 0.332 2.410 -3.163
H7 -1.046 4.315 -1.289
H8 -2.042 1.569 -1.993
H9 -2.539 3.039 -2.742
H10 -4.407 1.545 -1.352
H11 -4.814 3.126 -1.730
H12 -4.938 2.611 -0.009
H13 0.771 3.335 -0.313
H14 -0.577 2.649 0.375
C5 -0.621 -3.562 2.195
C6 -0.140 -2.165 1.757
C7 1.396 -2.131 1.673
O3 1.926 -0.868 1.382
C8 3.332 -0.944 1.169
N2 -0.830 -1.839 0.474
H15 -1.487 -3.440 2.847
H16 0.068 -4.153 2.806
H17 -0.895 -4.197 1.352
H18 -0.511 -1.483 2.522
H19 1.710 -2.885 0.942
H20 1.698 -2.486 2.665
H21 3.837 -1.681 1.789
H22 3.654 0.080 1.395
H23 3.709 -0.984 0.141
H24 -0.640 -2.640 -0.132
H25 -1.837 -1.972 0.541
C9 0.066 -1.558 -4.027
C10 -0.080 -2.575 -2.890
C11 -0.516 -3.974 -3.377
O4 -0.558 -4.722 -2.157
C12 -1.234 -5.950 -2.323
N3 1.187 -2.636 -2.134
H26 0.667 -2.077 -4.785
H27 0.777 -0.765 -3.790
H28 -0.867 -1.165 -4.418
H29 -0.810 -2.213 -2.166
H30 0.226 -4.404 -4.059
H31 -1.482 -3.953 -3.889
H32 -2.316 -5.850 -2.432
H33 -1.025 -6.509 -1.405
H34 -0.797 -6.599 -3.089
H35 1.045 -3.360 -1.437
H36 1.904 -2.990 -2.764
C13 -1.698 2.502 3.800
C14 -0.378 2.641 3.067
C15 0.864 2.551 3.947
O5 1.105 3.797 4.547
C16 2.458 4.042 4.856
N4 -0.366 1.522 2.066
H37 -1.985 1.507 4.157
H38 -2.552 2.872 3.235
H39 -1.596 2.998 4.773
H40 -0.398 3.541 2.449
H41 1.674 2.365 3.221
H42 0.845 1.801 4.746
H43 2.538 4.921 5.495
H44 3.046 4.180 3.947
H45 2.831 3.244 5.509
H46 0.609 1.241 2.109
H47 -1.002 0.769 2.272
O6 2.850 0.417 -2.479
H48 3.339 1.195 -2.184
H49 3.044 0.346 -3.422

Output
- highest occupied orbital energy (eV) = -11.7
- LUMO energy (eV) = -2.32
- orbital gap (eV) = 9.37
- charge = +1
- molar mass (g/mol) = 393.59
- 2S+1 = 1

Listed below, in e, are the Löwdin charges computed for each atom: number 1, O, carries 0.13; number 2, H, carries 0.10; number 3, H, carries 0.07; number 4, H, carries 0.10; number 5, C, carries -0.06; number 6, C, carries -0.43; number 7, C, carries -0.22; number 8, O, carries -0.17; number 9, C, carries -0.09; number 10, N, carries 0.05; number 11, H, carries 0.08; number 12, H, carries 0.09; number 13, H, carries 0.07; number 14, H, carries 0.15; number 15, H, carries 0.13; number 16, H, carries 0.13; number 17, H, carries 0.08; number 18, H, carries 0.09; number 19, H, carries 0.09; number 20, H, carries 0.10; number 21, H, carries 0.05; number 22, C, carries -0.05; number 23, C, carries -0.38; number 24, C, carries -0.22; number 25, O, carries -0.20; number 26, C, carries -0.08; number 27, N, carries 0.05; number 28, H, carries 0.08; number 29, H, carries 0.08; number 30, H, carries 0.08; number 31, H, carries 0.12; number 32, H, carries 0.13; number 33, H, carries 0.13; number 34, H, carries 0.10; number 35, H, carries 0.09; number 36, H, carries 0.08; number 37, H, carries 0.05; number 38, H, carries 0.10; number 39, C, carries -0.04; number 40, C, carries -0.42; number 41, C, carries -0.18; number 42, O, carries -0.22; number 43, C, carries -0.11; number 44, N, carries 0.05; number 45, H, carries 0.08; number 46, H, carries 0.05; number 47, H, carries 0.09; number 48, H, carries 0.11; number 49, H, carries 0.13; number 50, H, carries 0.13; number 51, H, carries 0.09; number 52, H, carries 0.09; number 53, H, carries 0.09; number 54, H, carries 0.06; number 55, H, carries 0.09; number 56, C, carries -0.06; number 57, C, carries -0.38; number 58, C, carries -0.21; number 59, O, carries -0.19; number 60, C, carries -0.10; number 61, N, carries 0.02; number 62, H, carries 0.08; number 63, H, carries 0.08; number 64, H, carries 0.09; number 65, H, carries 0.13; number 66, H, carries 0.12; number 67, H, carries 0.14; number 68, H, carries 0.09; number 69, H, carries 0.09; number 70, H, carries 0.09; number 71, H, carries 0.05; number 72, H, carries 0.06; number 73, O, carries -0.03; number 74, H, carries 0.08; number 75, H, carries 0.08